1.
{
  "formula": "C3H7NO2",
  "method": "ωB97M-V/def2-TZVPD",
  "elements": ["O", "O", "N", "C", "C", "C", "H", "H", "H", "H", "H", "H", "H"],
  "positions_angstrom": [[-1.14, -1.72, 0.05], [-0.63, 0.51, 0.19], [-0.26, -0.91, 0.06], [1.01, -1.03, -0.06], [1.94, 0.14, 0.01], [-1.88, 0.88, -0.06], [1.69, 0.84, -0.70], [1.70, 0.65, 1.07], [-2.21, 0.74, -1.04], [1.43, -2.00, -0.21], [-2.68, 0.25, 0.59], [-1.93, 1.95, 0.19], [2.96, -0.31, -0.08]],
  "total_charge": 0,
  "spin_multiplicity": 3,
  "e_above_lowest_ev": 2.4308,
  "orbital_gap_ev": [6.62, 9.12],
  "s_squared": 2.008,
  "lumo_ha": [0.03678, -0.04937],
  "homo_ev": [-5.620, -10.467],
  "energy_ev": -8801.8484
}

2.
{
  "formula": "C3H7NO2",
  "method": "ωB97M-V/def2-TZVPD",
  "elements": ["O", "O", "N", "C", "C", "C", "H", "H", "H", "H", "H", "H", "H"],
  "positions_angstrom": [[1.54, 1.42, -1.45], [0.00, 1.84, 0.11], [-0.07, -0.90, 0.16], [-1.33, -2.78, 1.21], [1.16, 2.09, -0.54], [-1.20, -1.58, 0.52], [-0.48, -3.33, 1.58], [-2.10, -1.15, 0.09], [0.47, -1.21, -0.66], [-2.33, -3.18, 1.23], [-0.08, 0.87, -0.04], [1.71, 2.92, -0.09], [0.62, -0.95, 0.93]],
  "total_charge": 1,
  "spin_multiplicity": 2,
  "e_above_lowest_ev": 1.9813,
  "orbital_gap_ev": [8.78, 4.65],
  "s_squared": 0.763,
  "lumo_ha": [-0.20339, -0.35279],
  "homo_ev": [-14.319, -14.254],
  "energy_ev": -8799.0312
}

3.
{
  "formula": "C3H7NO2S",
  "method": "ωB97M-V/def2-TZVPD",
  "elements": ["S", "O", "O", "N", "C", "C", "C", "H", "H", "H", "H", "H", "H", "H"],
  "positions_angstrom": [[-2.29, -0.63, 0.02], [0.22, 2.16, -0.41], [1.58, -0.29, -0.46], [0.34, -0.86, -0.33], [-0.70, -0.14, 0.11], [2.57, -0.88, 0.37], [-0.16, 1.22, 0.59], [2.54, -1.94, 0.36], [2.43, -0.57, 1.40], [0.66, 1.02, 1.30], [-0.97, 1.65, 1.15], [0.22, -1.64, -0.97], [3.51, -0.49, 0.01], [1.12, 1.92, -0.68]],
  "total_charge": 0,
  "spin_multiplicity": 1,
  "e_above_lowest_ev": 3.3187,
  "orbital_gap_ev": 8.93,
  "lumo_ha": 0.01337,
  "homo_ev": -8.570,
  "energy_ev": -19642.2856,
  "smiles": "CONC(=S)CO"
}